This record from the OMol25 dataset describes a single C35H29N3O6 molecule. The level of theory is the ωB97M-V functional and the def2-TZVPD basis.

Atoms and positions in Å:
1 C 0.15769 -4.06442 8.06420
2 C 0.70878 -2.64693 8.07469
3 H 1.76201 -2.62983 8.36224
4 H 0.12489 -2.01447 8.75161
5 O 0.67958 -2.07076 6.76533
6 C -0.49068 -1.60702 6.33810
7 O -1.49569 -1.55512 6.99276
8 C -0.38075 -1.07878 4.90916
9 N 0.58823 -1.82870 4.14596
10 C 0.57159 -3.21066 4.02547
11 O -0.15149 -3.95318 4.63983
12 C 1.59308 -3.52450 2.99741
13 C 1.99826 -4.73395 2.47380
14 C 2.96040 -4.71254 1.46839
15 C 3.49058 -3.51742 1.00858
16 C 3.08450 -2.29736 1.54083
17 C 2.13367 -2.31959 2.53877
18 C 1.48952 -1.21369 3.28304
19 O 1.67220 -0.02587 3.21500
20 H 3.48836 -1.36293 1.18472
21 H 4.22859 -3.53277 0.22074
22 H 3.29468 -5.64343 1.03508
23 H 1.57592 -5.66050 2.83076
24 H -0.00146 -0.04838 4.95125
25 C -1.74987 -1.09626 4.19948
26 C -1.55656 -0.63842 2.78292
27 C -1.25920 -1.55491 1.78217
28 C -0.94698 -1.14484 0.49998
29 C -0.93536 0.21244 0.19443
30 C -1.25698 1.13775 1.18769
31 C -1.55354 0.71479 2.46581
32 H -1.78190 1.44240 3.23084
33 H -1.25817 2.19087 0.94732
34 N -0.64836 0.71496 -1.07388
35 C -0.15018 0.05395 -2.13747
36 O 0.17777 -1.12084 -2.14748
37 C -0.00317 0.86110 -3.40258
38 C 0.77688 0.32437 -4.36130
39 C 1.03584 0.84776 -5.69352
40 C 1.16027 2.21284 -5.96705
41 C 1.38296 2.65468 -7.25873
42 C 1.48413 1.74870 -8.30063
43 C 1.38914 0.39036 -8.03967
44 C 1.17836 -0.05592 -6.75049
45 H 1.10363 -1.11410 -6.54776
46 H 1.48533 -0.32178 -8.84590
47 H 1.65086 2.09768 -9.30858
48 H 1.48104 3.71328 -7.45020
49 H 1.13690 2.93241 -5.16120
50 H 1.21685 -0.63545 -4.12709
51 N -0.75631 2.01229 -3.70610
52 C -1.11245 3.11813 -3.00459
53 O -0.91075 3.28319 -1.80933
54 C -1.76249 4.17322 -3.82861
55 C -1.62349 5.49247 -3.40371
56 C -2.19317 6.52392 -4.12535
57 C -2.92082 6.24628 -5.27088
58 C -3.08349 4.93448 -5.68641
59 C -2.50693 3.89901 -4.97359
60 H -2.67309 2.88093 -5.29772
61 H -3.66567 4.71583 -6.56916
62 H -3.36950 7.04966 -5.83565
63 H -2.07344 7.54393 -3.79286
64 H -1.05979 5.68766 -2.50395
65 H -0.86854 2.10694 -4.71001
66 H -0.74239 1.73430 -1.15438
67 H -0.70269 -1.86780 -0.26007
68 H -1.27001 -2.61305 2.00671
69 H -2.42880 -0.44346 4.74740
70 H -2.14349 -2.11350 4.23071
71 H 0.68671 -4.66605 7.32953
72 H -0.89664 -4.04901 7.80138
73 H 0.27384 -4.50973 9.04819

- SMILES: CCOC(=O)[C@H](Cc1ccc(NC(=O)/C(=C/c2ccccc2)NC(=O)c2ccccc2)cc1)N1C(=O)c2ccccc2C1=O
- Energy relative to the best compared isomer or geometry (same formula, charge and spin): 0.0 kJ/mol


This record from the OMol25 dataset describes a molecular structure, C35H29N6O4SV at a distorted geometry. The level of theory is the ωB97M-V functional and the def2-TZVPD basis.

Atoms and positions in Å:
1 V -0.60273 0.73268 -0.11029
2 O 2.81157 0.16458 5.96081
3 N 3.51317 0.15898 4.95001
4 O 4.74047 0.09828 4.99831
5 C 2.91157 0.21498 3.67681
6 C 3.77147 0.15668 2.57591
7 C 3.30087 0.20958 1.26831
8 C 4.12087 0.19718 0.10741
9 C 3.52717 0.26348 -1.12409
10 C 2.12837 0.34138 -1.22729
11 N 1.34307 0.37678 -0.16259
12 C 1.90017 0.31318 1.05001
13 C 1.01027 0.40648 2.16081
14 N -0.28173 0.58518 1.84401
15 C -1.17203 0.72468 2.82111
16 C -0.79783 0.67608 4.15721
17 C 0.52577 0.48418 4.50541
18 C 1.49607 0.35598 3.49281
19 H 4.82887 0.06498 2.76611
20 H 5.19267 0.14738 0.22341
21 H 4.11937 0.26528 -2.02689
22 H 1.63847 0.38758 -2.19319
23 H -2.19723 0.90578 2.52041
24 H -1.54313 0.79158 4.93031
25 H 0.82647 0.45568 5.53931
26 S -1.64173 0.28498 -2.69209
27 C -2.36483 0.58928 -1.29099
28 N -2.77863 0.81208 -0.21169
29 C -0.14283 3.86968 2.20001
30 C -0.14513 4.48348 0.83681
31 C -0.09993 5.85508 0.67641
32 C -0.09923 6.43298 -0.58229
33 C -0.11393 5.61948 -1.70379
34 C -0.15033 4.24328 -1.59239
35 C -0.14493 3.37148 -2.80289
36 C -0.20783 3.64188 -0.30579
37 N -0.34973 2.32898 -0.18819
38 H -0.01493 4.63438 2.96181
39 H 0.66807 3.14508 2.28401
40 H -1.08373 3.34418 2.37051
41 H -0.07473 6.48588 1.55401
42 H -0.07293 7.50758 -0.68929
43 H -0.10163 6.06048 -2.68979
44 H -0.02753 3.96148 -3.70739
45 H -1.08053 2.81248 -2.86219
46 H 0.67007 2.64938 -2.73379
47 C 1.55347 -2.66522 -4.44079
48 O 0.65487 -3.65432 -3.98479
49 C -0.63363 -3.21472 -3.73119
50 C -1.44803 -2.67782 -4.71069
51 C -2.75323 -2.32972 -4.40649
52 C -3.24533 -2.54552 -3.13139
53 C -2.44263 -3.08692 -2.14149
54 C -1.11753 -3.41122 -2.42459
55 N -0.22413 -4.04602 -1.56239
56 C -0.25953 -4.27532 -0.24909
57 C -1.02563 -3.62822 0.71411
58 C -1.38293 -4.35302 1.88211
59 C -2.29213 -3.86112 2.76791
60 C -2.90213 -2.61482 2.51551
61 C -2.49183 -1.83112 1.48001
62 C -1.43623 -2.23462 0.60501
63 O -0.84113 -1.43902 -0.16739
64 H 1.19097 -2.17512 -5.34549
65 H 2.48667 -3.18212 -4.65499
66 H 1.71797 -1.90992 -3.66439
67 H -1.06043 -2.53922 -5.70809
68 H -3.37813 -1.89532 -5.17189
69 H -4.26563 -2.27902 -2.90289
70 H -2.85463 -3.26862 -1.16179
71 H 0.55007 -4.44882 -2.08609
72 H 0.36347 -5.10592 0.07331
73 H -0.96993 -5.34372 2.01091
74 H -2.58793 -4.43222 3.63311
75 H -3.69513 -2.27882 3.16891
76 H -2.96493 -0.88432 1.25991

- Energy relative to the best compared isomer or geometry (same formula, charge and spin): 124.5 kJ/mol
- <S²>: 2.183
- Multiplicity: 3


This record from the OMol25 dataset describes a molecular structure, C35H30BBr3KN5O10 at a distorted geometry. The level of theory is the ωB97M-V functional and the def2-TZVPD basis.

Atoms and positions in Å:
1 K -0.69604 -0.24425 -0.23952
2 O 3.83451 -0.00671 1.29738
3 C 2.87492 0.87834 0.90406
4 O 2.07107 0.56907 0.05232
5 C 2.94786 2.17125 1.62798
6 C 3.93537 2.58000 2.52161
7 C 3.85716 3.81489 3.15447
8 C 2.78072 4.59915 2.94119
9 C 1.67378 4.05473 2.20889
10 N 1.93885 2.95069 1.36877
11 C 0.40552 4.50538 2.18642
12 O -0.09985 5.71542 2.69543
13 O -0.57447 3.88475 1.39719
14 H 3.65284 -0.76418 0.76393
15 H 4.82898 1.94642 2.57286
16 H 4.71431 4.13064 3.78205
17 H 2.70255 5.55843 3.38042
18 H -0.94553 5.46375 3.06035
19 O -6.16762 -5.05653 0.93433
20 C -6.23791 -4.01113 1.62923
21 O -7.10659 -3.63934 2.42090
22 C -4.95023 -3.13125 1.37503
23 C -4.51991 -2.13281 2.23139
24 C -3.54987 -1.24597 1.77924
25 N -3.12326 -1.14484 0.49833
26 C -3.55185 -2.13623 -0.33871
27 C -4.38991 -3.14934 0.11445
28 C -3.02280 -2.07832 -1.82674
29 O -2.64521 -3.11405 -2.39471
30 O -2.92994 -0.94331 -2.23627
31 H -4.93538 -2.04541 3.22365
32 H -3.12241 -0.51228 2.49023
33 H -4.61432 -4.01434 -0.50063
34 Br -2.60111 -6.71057 2.19817
35 C -1.56029 -5.19323 1.57512
36 C -1.61936 -4.98025 0.20707
37 C -0.79910 -3.96482 -0.28677
38 N -0.09633 -3.15109 0.48845
39 C -0.09535 -3.40307 1.81445
40 C -0.84944 -4.39797 2.46836
41 C 0.68238 -2.39914 2.58760
42 C 1.62054 -2.78956 3.61086
43 C 2.32546 -1.80289 4.27952
44 Br 3.71709 -2.30724 5.48921
45 C 1.96574 -0.47364 4.11254
46 C 1.07900 -0.17932 3.07534
47 N 0.49027 -1.09793 2.32940
48 H -2.26013 -5.58090 -0.40773
49 H -0.81173 -3.75099 -1.33494
50 H -0.96796 -4.45532 3.53055
51 H 1.94592 -3.81942 3.82553
52 H 2.46651 0.28787 4.63414
53 H 0.81855 0.82190 2.74131
54 C -1.68855 2.92084 -2.64249
55 C -0.36939 2.61975 -1.93467
56 C 0.18816 1.29043 -2.53956
57 O -0.52694 2.47554 -0.53056
58 B -0.19033 3.62961 0.06634
59 O 0.28818 4.57698 -0.82327
60 C 0.62893 3.81177 -2.04332
61 C 0.43080 4.63269 -3.28958
62 C 2.09100 3.40290 -1.98700
63 H -2.45859 2.07290 -2.50337
64 H -1.35780 2.92448 -3.71227
65 H -2.15432 3.85235 -2.32520
66 H -0.65549 0.60618 -2.61458
67 H 1.00560 0.89474 -1.91541
68 H 0.55359 1.55935 -3.53336
69 H -0.58986 4.99086 -3.31869
70 H 0.61462 4.06092 -4.20968
71 H 1.07825 5.50926 -3.33711
72 H 2.31593 2.97698 -1.05145
73 H 2.70588 4.33530 -2.06005
74 H 2.39030 2.69965 -2.76474
75 Br -0.29517 -1.93595 -6.51101
76 C 0.61803 -1.86241 -4.85361
77 C 1.97445 -1.44769 -4.82268
78 C 2.64395 -1.37411 -3.58711
79 C 1.95477 -1.87276 -2.51879
80 N 0.70945 -2.35254 -2.52189
81 C 0.02618 -2.35693 -3.67049
82 H 2.53882 -1.15435 -5.73680
83 H 3.67408 -1.10661 -3.56883
84 H 2.39193 -1.84305 -1.52896
85 H -1.02242 -2.64212 -3.62352

- Energy relative to the best compared isomer or geometry (same formula, charge and spin): 119.0 kJ/mol
- Total charge: -2


> Among the records above, which one has the lowest energy relative to the best compared isomer or geometry (same formula, charge and spin)?

C35H29N3O6


> Look up the energy relative to the best compared isomer or geometry (same formula, charge and spin) of the second one.

124.5 kJ/mol


> Which of these has the highest energy relative to the best compared isomer or geometry (same formula, charge and spin)?

C35H29N6O4SV


> Among the records above, which one has the highest energy relative to the best compared isomer or geometry (same formula, charge and spin)?

C35H29N6O4SV